Density functional theory data (wB97M-V/def2-TZVPD) for a structure of composition C55H56ClN4O7TaTe in a non-equilibrium geometry.

Last column: Mulliken charge in e.
Element x y z (Å)
1 H 2.791 -5.436 -2.494  0.673
2 N 1.740 -3.199 -0.254  1.308
3 H -0.991 -5.599 -0.958  0.262
4 Ta -0.068 -2.188 0.234  0.753
5 H -5.103 2.804 -0.851  0.514
6 H 0.688 7.012 -5.338  0.314
7 H 3.898 3.879 -0.191  0.518
8 H -1.041 -1.034 2.722  -0.181
9 C -2.376 -4.384 5.347  -0.968
10 C 2.704 -3.300 0.654  0.334
11 H -3.362 -0.928 -5.673  0.455
12 C 3.942 0.177 1.511  -1.725
13 C -0.856 2.300 1.663  -0.237
14 O -0.602 -3.232 1.781  -0.194
15 C 0.459 2.705 1.082  1.153
16 H 1.402 -4.802 4.658  0.497
17 H 1.437 -1.372 -3.127  -0.193
18 H 0.520 -5.056 6.963  0.429
19 H -1.544 1.961 0.895  -1.049
20 C 2.546 -2.372 1.823  0.120
21 C 2.594 2.579 -2.076  -2.069
22 C -0.145 -4.838 6.144  -0.904
23 Te -0.414 1.338 -1.608  0.123
24 C -3.283 0.276 0.455  0.242
25 O 0.945 -4.766 1.950  -0.651
26 H -3.776 -2.693 -1.097  0.207
27 H -3.749 -4.054 -2.205  0.700
28 H 0.277 1.020 5.315  0.485
29 C -2.727 -1.304 -4.886  -1.038
30 C 0.623 -3.698 -2.280  -0.282
31 H 4.567 -4.162 1.227  0.650
32 H -4.337 -2.120 -3.743  0.547
33 H -2.339 5.281 -0.720  0.681
34 H 1.364 -2.344 -4.600  0.450
35 C 0.993 0.848 4.525  -0.623
36 H -1.308 3.135 2.195  0.801
37 C -0.504 5.605 -4.267  0.746
38 C -5.529 1.823 1.004  -0.658
39 H 2.770 -0.389 -1.269  0.337
40 C -0.360 6.850 -5.084  -1.641
41 N 1.538 -1.476 1.655  1.058
42 H -0.724 7.719 -4.544  0.364
43 H 1.838 0.245 -0.210  -0.717
44 H -0.346 -1.899 4.095  0.058
45 C -1.010 4.478 -2.180  1.243
46 H -0.028 4.300 -5.893  0.516
47 C 0.964 -1.461 -4.102  -1.339
48 C -4.036 0.051 1.610  -0.836
49 H 0.987 3.665 2.902  0.472
50 C 0.345 -4.707 4.859  -0.304
51 C -3.125 -3.301 -1.725  -1.327
52 O 0.500 -4.321 -3.317  -0.632
53 H 4.198 1.133 1.053  0.472
54 C 2.809 -4.842 -1.595  -0.863
55 C -2.106 -0.602 0.269  0.039
56 H -3.141 1.421 -1.362  0.900
57 H 4.339 4.091 2.608  0.305
58 O -0.593 -5.018 -0.299  -0.426
59 H -0.706 1.494 2.378  -0.632
60 O 1.861 -0.398 -0.938  0.071
61 H 2.512 3.493 -2.664  0.377
62 C 0.002 -4.158 2.445  0.900
63 C -0.884 5.641 -2.935  -0.943
64 H -3.426 -4.261 5.551  0.436
65 H 2.937 4.939 3.272  0.383
66 H -3.732 -0.730 2.292  0.438
67 C -0.285 4.362 -4.845  -0.904
68 C 3.089 1.328 3.508  -0.779
69 H -0.407 1.981 -5.870  0.540
70 C -2.467 -2.460 -2.779  1.129
71 C 1.669 -0.381 2.565  -0.513
72 H 1.209 -0.597 -4.710  0.488
73 C 2.937 3.544 0.174  -0.980
74 C 2.172 1.566 4.509  -1.487
75 H 1.993 1.811 -2.569  -0.151
76 H 3.680 -0.547 0.744  0.028
77 H 4.020 1.873 3.487  0.694
78 H -0.910 6.757 -6.018  0.386
79 H -0.721 4.943 -0.116  0.314
80 H -0.779 1.107 -4.375  -0.421
81 H 3.781 5.573 1.854  0.459
82 H 0.887 1.604 -4.739  0.324
83 Cl -2.105 -4.828 7.989  -0.193
84 C -0.686 3.251 -2.753  0.104
85 C 2.554 3.868 1.468  0.820
86 H 3.641 2.282 -2.071  0.536
87 O -2.261 -1.833 0.563  -0.710
88 C 0.726 -0.127 3.572  0.055
89 H -1.101 6.591 -2.467  0.434
90 C -0.549 -0.909 3.688  -0.632
91 H -2.398 -3.796 -1.090  -0.278
92 H 2.384 2.290 5.281  0.445
93 H 4.659 -5.612 -0.830  0.497
94 H -1.236 -0.412 4.369  0.784
95 C 2.855 0.374 2.529  1.703
96 H 4.827 -0.202 2.022  0.562
97 C -0.522 -1.606 -3.957  1.023
98 C 2.107 2.830 -0.680  1.764
99 C 3.451 4.666 2.356  -1.749
100 N -0.891 -0.261 -0.059  0.256
101 C 1.775 -3.953 -1.349  0.993
102 H -0.921 -0.734 -5.866  0.526
103 C -1.886 -4.236 4.066  0.127
104 C -1.509 4.581 -0.774  -1.188
105 C -1.355 -1.168 -4.978  -0.503
106 C 0.851 2.403 -0.225  0.121
107 O 3.311 -2.429 2.768  -0.673
108 C -1.504 -4.679 6.386  0.425
109 C -5.146 0.825 1.885  -0.810
110 N -0.183 -2.704 -1.823  1.051
111 H -2.552 -3.992 3.250  0.485
112 H -5.714 0.644 2.785  0.453
113 C -3.686 1.266 -0.435  0.352
114 C -0.393 3.189 -4.118  0.886
115 C -4.802 2.036 -0.156  -0.940
116 H -1.843 3.604 -0.433  -0.517
117 C -3.271 -1.951 -3.795  -0.976
118 H -0.090 -5.571 0.316  0.229
119 C -0.162 1.888 -4.816  -1.089
120 C -1.087 -2.234 -2.833  -0.339
121 C 1.317 3.428 1.902  -0.846
122 C -0.522 -4.397 3.813  -0.638
123 C 3.835 -4.936 -0.662  -1.037
124 H -6.400 2.422 1.218  0.411
125 C 3.793 -4.144 0.477  -0.955

Output
F_max, eV Å⁻¹: 2.98
HOMO-LUMO gap (alpha / beta), eV: 6.64 / 6.37
Charge: +1
Spin multiplicity: 2
LUMO level (alpha / beta), Ha: -0.13462 / -0.16097
DFT total energy, eV: -99603.4056
Energy relative to the best compared isomer or geometry (same formula, charge and spin), kcal/mol: 34.0



Density functional theory data (wB97M-V/def2-TZVPD) for a structure of composition C30H30IrNP2Se3Te in a non-equilibrium geometry.

Last column: Mulliken charge in e.
Element x y z (Å)
1 H 2.020 3.266 -3.873  0.414
2 C 4.620 3.215 1.945  -0.456
3 Se 2.107 -0.545 3.217  -0.362
4 P -1.015 -0.289 1.579  -0.715
5 H 1.245 3.339 2.193  0.258
6 H -4.833 -0.432 -2.621  0.403
7 C -2.240 0.895 3.800  -0.050
8 H -3.083 -2.172 -2.498  0.418
9 H 3.700 0.563 0.050  0.463
10 C 1.329 -3.368 -2.997  2.367
11 C -3.200 0.924 4.803  -0.715
12 H -1.380 -2.090 -0.693  0.204
13 H -2.750 -2.262 2.670  0.300
14 Te 3.401 -2.646 3.290  -0.059
15 C 0.302 4.198 -2.982  -0.530
16 H 1.676 -2.742 -5.046  0.403
17 H -0.965 2.067 1.441  0.393
18 C 2.545 -4.302 -2.933  -1.670
19 C -4.091 -0.401 -1.833  -0.521
20 H 5.504 3.732 2.294  0.384
21 N -0.337 1.272 1.489  0.223
22 Se 1.593 -4.362 3.575  -0.256
23 H -0.121 -4.921 -2.550  0.364
24 H 2.439 -1.699 -3.831  0.354
25 C 1.010 -2.230 -0.584  0.225
26 P 0.902 1.057 0.326  -0.741
27 H -4.433 -2.213 4.475  0.416
28 C -4.128 0.621 -0.890  -0.818
29 C -2.162 -1.345 -0.748  -0.307
30 C 1.323 3.258 -3.045  -0.613
31 H 2.683 -4.804 -3.894  0.393
32 C -3.112 -1.377 -1.763  -0.684
33 C -2.211 -0.338 0.209  0.905
34 H -3.252 1.427 0.887  0.441
35 C 0.564 2.292 -0.970  1.201
36 C 2.348 1.890 1.057  0.633
37 C -0.598 4.168 -1.930  -0.716
38 H 3.265 4.539 2.951  0.406
39 C -2.886 -1.367 3.264  -0.647
40 H -0.803 -3.524 -3.392  0.222
41 H 2.254 1.582 -2.090  0.377
42 C -0.476 3.211 -0.930  -0.342
43 C 2.226 2.999 1.884  -0.487
44 C 3.611 1.439 0.685  -0.150
45 H -1.205 3.206 -0.130  0.149
46 H -1.594 1.750 3.645  0.428
47 H 5.726 1.736 0.851  0.418
48 H -1.398 4.895 -1.877  0.424
49 H 2.405 -5.057 -2.160  0.372
50 Ir 0.817 -1.384 1.210  1.111
51 H 0.192 -4.693 -4.282  0.440
52 H 0.211 4.953 -3.751  0.380
53 C -3.198 0.647 0.133  -0.566
54 H -4.771 -0.146 5.790  0.382
55 Se -0.100 -3.412 2.275  -0.105
56 C 1.454 2.312 -2.045  -0.696
57 C 4.745 2.096 1.133  -0.714
58 C -4.004 -0.182 5.027  -0.478
59 H 0.695 -1.607 -4.099  0.343
60 C 1.149 -2.733 -1.681  -0.798
61 C 1.549 -2.286 -4.061  -1.616
62 C -3.830 -1.338 4.274  -0.747
63 H 3.449 -3.739 -2.699  0.376
64 H -3.322 1.814 5.405  0.415
65 C 0.068 -4.179 -3.326  -1.515
66 H -4.885 1.392 -0.949  0.415
67 C 3.362 3.665 2.320  -0.634
68 C -2.106 -0.238 3.007  0.886

Output
F_max, eV Å⁻¹: 1.83
HOMO-LUMO gap (alpha / beta), eV: 5.69 / 5.69
LUMO level (alpha / beta), Ha: -0.03347 / -0.03346
DFT total energy, eV: -257836.7065



Density functional theory data (wB97M-V/def2-TZVPD) for a structure of composition C5H10N3S in a non-equilibrium geometry.

Last column: Mulliken charge in e.
Element x y z (Å)
1 H 2.502 -2.290 0.015  0.301
2 H -0.686 1.859 -0.218  0.230
3 H 0.575 -2.161 -1.359  0.342
4 H 1.030 1.970 0.501  0.303
5 N -2.816 0.193 -0.332  -0.202
6 C 2.708 -1.238 0.271  -1.059
7 H 0.817 -0.260 1.107  0.600
8 C 0.360 1.979 -0.398  -0.706
9 H -4.664 0.886 -0.291  0.289
10 N -2.091 -1.448 0.103  -0.717
11 C 0.259 -1.441 -0.527  -0.271
12 H -4.608 -0.847 0.052  0.315
13 S 1.101 0.609 -1.299  0.024
14 N -0.991 -1.511 -0.260  0.682
15 C 1.258 -0.577 0.170  0.008
16 H 3.324 -0.798 -0.524  0.341
17 C -4.078 0.025 -0.116  -0.171
18 H 3.140 -0.865 1.202  0.329
19 H 0.395 2.773 -1.140  0.361

Output
F_max, eV Å⁻¹: 4.13
HOMO-LUMO gap (alpha / beta), eV: 7.43 / 7.42
Charge: +1
LUMO level (alpha / beta), Ha: -0.19324 / -0.19343
DFT total energy, eV: -20640.3189
Energy relative to the best compared isomer or geometry (same formula, charge and spin), kcal/mol: 127.9



- What is the F_max in the third record?
  4.13 eV Å⁻¹



- The highest DFT total energy belongs to which entry?
  C5H10N3S



- The lowest F_max belongs to which entry?
  C30H30IrNP2Se3Te